i:
Molecular formula: C31H32BBaF5IN7S2Se
Method: DFT, ωB97M-V/def2-TZVPD

## Properties
HOMO ... -2.2 eV
Net charge ... -2
Orbital gap ... 6.28 eV

Element x y z (Å)
Ba1 0.3970 -0.6486 -0.0790
C1 -1.7158 -1.8257 -4.4361
C2 -2.5213 -1.1848 -3.3043
C3 -4.0096 -1.1619 -3.6374
C4 -1.9911 0.1904 -3.0199
C5 -2.4661 1.4322 -3.4815
C6 -1.5798 2.3521 -2.9746
N1 -0.6465 1.6933 -2.2634
N2 -0.8958 0.3625 -2.2893
B1 0.5394 2.3353 -1.5486
N3 0.3128 2.5903 -0.0235
C7 0.7489 3.7048 0.5878
C8 0.3655 3.6715 1.9114
C9 -0.3257 2.4536 2.0382
N4 -0.3571 1.8147 0.8805
C10 -0.9214 1.8252 3.2628
C11 0.1735 1.1907 4.1231
C12 -1.7340 2.8380 4.0676
N5 1.8794 1.6590 -1.8793
C13 2.9942 2.3922 -2.0732
C14 4.0395 1.5437 -2.3330
C15 3.4705 0.2592 -2.2951
N6 2.1771 0.3346 -2.0052
C16 4.1689 -1.0520 -2.5344
C17 5.4211 -1.1484 -1.6579
C18 3.2513 -2.2431 -2.3008
H1 -2.0639 -2.8444 -4.6182
H2 -0.6625 -1.8855 -4.1654
H3 -1.8224 -1.2396 -5.3555
H4 -2.3641 -1.7910 -2.4076
H5 -4.1972 -0.6030 -4.5602
H6 -4.5926 -0.7098 -2.8337
H7 -4.3690 -2.1819 -3.7885
H8 -3.3321 1.6241 -4.0924
H9 -1.5354 3.4251 -3.0640
H10 0.6660 3.4551 -1.9821
H11 1.3068 4.4425 0.0349
H12 0.5731 4.4011 2.6761
H13 -1.5889 1.0318 2.9128
H14 0.8940 1.9478 4.4443
H15 0.7185 0.4323 3.5619
H16 -0.2623 0.7184 5.0073
H17 -1.0902 3.6361 4.4481
H18 -2.2040 2.3522 4.9256
H19 -2.5154 3.2956 3.4579
H20 2.9537 3.4662 -2.0035
H21 5.0668 1.8042 -2.5268
H22 4.4859 -1.0664 -3.5854
H23 5.1381 -1.0847 -0.6048
H24 6.1235 -0.3377 -1.8634
H25 5.9331 -2.0978 -1.8348
H26 2.9631 -2.2975 -1.2533
H27 3.7663 -3.1763 -2.5399
H28 2.3405 -2.1973 -2.8963
S1 -0.6068 -2.3678 2.4652
C19 -2.0678 -1.8611 1.7582
N7 -2.2175 -0.9153 0.8345
C20 -3.5365 -0.6573 0.5592
C21 -3.9873 0.3636 -0.2777
C22 -5.3486 0.5284 -0.4716
C23 -6.2722 -0.3086 0.1576
C24 -5.8369 -1.3156 1.0100
C25 -4.4744 -1.4763 1.2133
S2 -3.6201 -2.5738 2.2553
H29 -3.2659 1.0123 -0.7578
H30 -5.6986 1.3182 -1.1264
H31 -7.3332 -0.1700 -0.0120
H32 -6.5494 -1.9582 1.5131
I1 -0.2858 -3.8656 -1.4550
F1 3.4123 -4.0895 5.4652
C26 3.3651 -3.0615 4.5961
C27 3.7736 -1.8037 4.9864
F2 4.2159 -1.6176 6.2452
C28 3.7311 -0.7522 4.0873
F3 4.1486 0.4411 4.5361
C29 3.2782 -0.9080 2.7804
Se1 3.2479 0.5544 1.5769
C30 2.8798 -2.1948 2.4235
F4 2.4741 -2.4687 1.1760
C31 2.9184 -3.2619 3.3048
F5 2.5518 -4.4887 2.9285

=====

ii:
Molecular formula: C31H32BBaF5IN7S2Se
Method: DFT, ωB97M-V/def2-TZVPD

## Properties
HOMO ... -2.1 eV
Net charge ... -2
Orbital gap ... 6.19 eV

Element x y z (Å)
Ba1 0.3576 0.0422 -0.1307
C1 -3.9315 -1.2359 -3.7917
C2 -2.7681 -0.7690 -2.9191
C3 -1.9627 0.3027 -3.6474
C4 -3.2566 -0.3224 -1.5666
C5 -4.5431 0.0912 -1.1831
C6 -4.4439 0.2948 0.1800
N1 -3.1910 0.0186 0.5623
N2 -2.4475 -0.3441 -0.5099
B1 -2.6869 0.0698 2.0381
N3 -1.8737 -1.2010 2.4153
C7 -2.0959 -1.9178 3.5278
C8 -1.2178 -2.9807 3.5452
C9 -0.4505 -2.8184 2.3800
N4 -0.8521 -1.7429 1.7111
C10 0.6280 -3.7115 1.8218
C11 2.0244 -3.1081 1.9492
C12 0.5913 -5.0870 2.4830
N5 -1.9518 1.4062 2.3355
C13 -2.3144 2.3024 3.2674
C14 -1.4073 3.3438 3.2511
C15 -0.4845 2.9837 2.2551
N6 -0.8276 1.8256 1.7098
C16 0.7294 3.7333 1.7871
C17 0.3316 4.9031 0.8854
C18 1.5745 4.2078 2.9665
H1 -3.5536 -1.6581 -4.7245
H2 -4.5301 -1.9970 -3.2881
H3 -4.5890 -0.3993 -4.0470
H4 -2.0971 -1.6156 -2.7441
H5 -2.5620 1.2020 -3.8140
H6 -1.0754 0.5892 -3.0828
H7 -1.6221 -0.0788 -4.6122
H8 -5.4212 0.2002 -1.7959
H9 -5.1852 0.5949 0.9026
H10 -3.6710 0.0763 2.7364
H11 -2.8725 -1.6336 4.2184
H12 -1.1377 -3.7500 4.2934
H13 0.4129 -3.8301 0.7546
H14 2.2613 -2.8998 2.9943
H15 2.7655 -3.7978 1.5381
H16 2.1098 -2.1650 1.4105
H17 0.8591 -5.0177 3.5413
H18 -0.3995 -5.5401 2.4113
H19 1.3098 -5.7527 2.0007
H20 -3.1856 2.1292 3.8775
H21 -1.3976 4.2146 3.8844
H22 1.3318 3.0318 1.2021
H23 -0.2908 5.6146 1.4370
H24 1.2203 5.4296 0.5288
H25 -0.2332 4.5605 0.0187
H26 1.0323 4.9569 3.5529
H27 1.8261 3.3634 3.6085
H28 2.5006 4.6630 2.6089
S1 2.8309 1.5119 -1.7459
C19 1.4752 2.4053 -2.2393
N7 0.2751 2.3738 -1.7025
C20 -0.6099 3.2377 -2.2984
C21 -1.9392 3.4118 -1.9078
C22 -2.7272 4.3124 -2.6004
C23 -2.2132 5.0426 -3.6746
C24 -0.8936 4.8814 -4.0681
C25 -0.0966 3.9801 -3.3752
S2 1.5699 3.5494 -3.6052
H29 -2.3348 2.8358 -1.0791
H30 -3.7606 4.4460 -2.3038
H31 -2.8485 5.7410 -4.2058
H32 -0.4919 5.4465 -4.9003
I1 0.7999 -2.5982 -2.2580
F1 7.6984 -0.2754 4.0220
C26 6.3673 -0.1463 3.8693
C27 5.8384 0.8807 3.1047
F2 6.6724 1.7555 2.5164
C28 4.4685 1.0039 2.9602
F3 4.0408 2.0319 2.2149
C29 3.5495 0.1342 3.5507
Se1 1.6797 0.3418 3.3586
C30 4.1304 -0.8787 4.3129
F4 3.3613 -1.7713 4.9625
C31 5.4956 -1.0306 4.4774
F5 5.9827 -2.0314 5.2358

=====

Most stable: ii. Least stable: i.

=====

i:
Molecular formula: C2H3OS
Method: DFT, ωB97M-V/def2-TZVPD

## Properties
HOMO (alpha / beta) ... -1.3 / -1.3 eV
Net charge ... -1
Orbital gap (alpha / beta) ... 4.74 / 4.75 eV

Element x y z (Å)
C1 3.0964 0.4917 -0.0843
C2 0.1125 0.1442 0.0442
O1 2.9492 1.6538 -0.0820
S1 3.9113 -0.8396 0.0462
H1 -0.3372 0.3126 -0.8967
H2 -0.1883 1.0848 0.7189
H3 -0.1262 -0.7679 0.4127

=====

ii:
Molecular formula: C2H3OS
Method: DFT, ωB97M-V/def2-TZVPD

## Properties
HOMO ... -3.0 eV
Net charge ... -1
Orbital gap ... 7.05 eV
SMILES string ... CC([O-])=S

Element x y z (Å)
C1 -0.0867 -0.2134 -0.0384
C2 -0.8295 -1.7711 0.0247
O1 -1.6168 -1.9630 0.9037
S1 -0.3848 -2.7373 -1.1427
H1 0.5362 -0.2664 -0.9422
H2 0.4466 -0.1603 1.0081
H3 -0.9042 0.4983 -0.1092

=====

Most stable: ii. Least stable: i.

=====

i:
Molecular formula: C3H4N2O2S
Method: DFT, ωB97M-V/def2-TZVPD

## Properties
HOMO (alpha / beta) ... -8.3 / -8.3 eV
Net charge ... 0
Orbital gap (alpha / beta) ... 7.32 / 7.31 eV

Element x y z (Å)
C1 0.1596 -0.2483 0.0789
C2 -1.7441 -0.6132 1.5126
C3 1.8367 0.3561 -1.3770
N1 -2.0995 0.3789 -0.9546
N2 -0.4107 -0.3352 1.3292
O1 -2.1918 -0.7486 2.5901
O2 1.2736 0.4193 -0.0156
S1 -2.7029 -0.7006 -0.1699
H1 1.3810 -0.3345 -2.0262
H2 2.9531 0.2605 -1.2981
H3 1.7651 1.3675 -1.8092
H4 -0.2201 0.1982 2.1397

=====

ii:
Molecular formula: C3H4N2O2S
Method: DFT, ωB97M-V/def2-TZVPD

## Properties
HOMO ... -9.4 eV
Net charge ... 0
Orbital gap ... 9.04 eV
SMILES string ... CN1OC=NOC1=S

Element x y z (Å)
C1 -1.1327 -1.2083 -0.5873
N1 -0.1259 -0.0548 -0.4907
O1 -0.7199 0.8126 0.4835
C2 0.0686 1.9466 0.6958
N2 1.4084 1.7160 0.9668
O2 1.7381 0.3961 0.8690
C3 1.2515 -0.4459 -0.1170
S1 2.2287 -1.5681 -0.8350
H1 -0.9698 -1.7789 -1.5288
H2 -0.9821 -1.8630 0.3211
H3 -2.3188 -0.8433 -0.4498
H4 -0.4461 2.8910 0.6724

=====

Most stable: i. Least stable: ii.

=====

i:
Molecular formula: C2H6N2O4
Method: DFT, ωB97M-V/def2-TZVPD

## Properties
HOMO ... -10.4 eV
Net charge ... 0
Orbital gap ... 10.60 eV
SMILES string ... [O-]/[N+](O)=N\CO.C=O

Element x y z (Å)
O1 2.5119 -0.6491 -0.2646
N1 1.5529 0.0361 -0.0398
O2 1.8080 1.3567 0.1644
N2 0.3439 -0.2639 0.0069
C1 -0.0042 -1.6587 -0.1510
O3 -0.6910 -2.1197 0.9641
H1 0.9840 1.8495 0.4163
H2 -0.6167 -1.7335 -1.0643
H3 0.8899 -2.2839 -0.2533
H4 -1.4503 -1.5497 1.1290
C2 -1.3278 1.7408 -0.2288
O4 -0.6794 2.2932 0.6181
H5 -0.9655 1.5894 -1.2564
H6 -2.3556 1.3928 -0.0408

=====

ii:
Molecular formula: C2H6N2O4
Method: DFT, ωB97M-V/def2-TZVPD

## Properties
HOMO ... -10.2 eV
Net charge ... 0
Orbital gap ... 10.71 eV
SMILES string ... C[C@H](O)N(O)[N+](=O)[O-]

Element x y z (Å)
C1 1.7058 -0.2441 0.6371
C2 0.3972 -0.5323 -0.1720
O1 0.5848 -0.2856 -1.5448
N1 -0.7144 0.1900 0.2825
O2 -0.6681 1.6441 0.0568
N2 -2.0480 -0.2873 0.0586
O3 -2.1994 -1.4730 0.1719
O4 -2.7964 0.5641 -0.1535
H1 1.9118 0.8474 0.7423
H2 1.8984 -0.7846 1.6801
H3 2.5605 -0.5710 -0.1716
H4 0.2378 -1.6413 -0.0726
H5 0.7428 0.6158 -1.5430
H6 -1.6128 1.9579 0.0283

=====

Most stable: i. Least stable: ii.